## P
C5H4N2 in the gas phase. Source: OMol25; level of theory: ωB97M-V/def2-TZVPD.

Geometry (Å):
C 2.04275 -1.07111 0.99086
C 1.07959 -0.86191 0.29731
C 0.28140 0.77180 -1.21363
C -0.06691 -0.53300 -0.54935
N -1.25006 -0.23647 0.28536
N -1.52730 1.01687 0.24875
C -0.65326 1.61859 -0.59095
H 2.91242 -1.21846 1.58691
H -0.30575 -1.33668 -1.25663
H -1.76145 -0.83998 0.91625
H -0.75143 2.69034 -0.71489

HOMO: -8.70 eV
Spin multiplicity: 1
LUMO level: -0.0218 Ha

---

## Q
C5H4N2 in the gas phase. Source: OMol25; level of theory: ωB97M-V/def2-TZVPD.

Geometry (Å):
C -1.35292 -1.49197 -0.52429
C -1.10636 -0.48598 -1.17711
C -0.35952 0.66212 -0.70732
C 1.02652 0.51385 -0.67468
C 1.30347 0.28724 0.67933
N 0.22013 0.44096 1.44773
N -0.73542 0.83531 0.60771
H -0.86545 -1.73272 0.42990
H 1.68664 0.38922 -1.52047
H 2.21802 -0.09251 1.11429
H -1.69995 0.69363 0.87940

HOMO (spin up / spin down): -8.84 / -8.85 eV
Spin multiplicity: 1
LUMO level (spin up / spin down): -0.0099 / -0.0099 Ha
SMILES: C#Cc1ccn[nH]1

---

## R
C5H4N2 in the gas phase. Source: OMol25; level of theory: ωB97M-V/def2-TZVPD.

Geometry (Å):
C -0.17482 -0.12291 -2.41411
C 0.31161 -0.08455 -1.31779
C 0.11817 -1.30559 0.57223
C 0.84214 -0.09277 0.05601
N 0.30125 1.03847 0.82379
N -0.70495 0.65947 1.53777
C -0.84646 -0.67027 1.38757
H -0.62098 -0.19796 -3.38185
H 1.93557 -0.10640 0.08009
H 0.50787 2.02437 0.74722
H -1.66939 -1.14184 1.90908

HOMO: -8.71 eV
Spin multiplicity: 1
LUMO level: -0.0210 Ha

---

## S
C5H4N2 in the gas phase. Source: OMol25; level of theory: ωB97M-V/def2-TZVPD.

Geometry (Å):
C 1.42804 1.11599 2.16504
C 1.12412 0.33939 1.29072
C 0.74984 -0.39489 0.14743
N -0.44502 -0.96907 0.00585
C -1.09456 -0.78196 -1.17560
C -1.06595 0.52003 -1.71865
N -1.10397 1.62875 -2.07556
H 1.67637 1.83188 2.91688
H 1.34193 -0.34055 -0.75658
H -0.91241 -1.38651 0.81078
H -1.69840 -1.56305 -1.61032

HOMO (spin up / spin down): -7.81 / -8.15 eV
Spin multiplicity: 1
LUMO level (spin up / spin down): -0.0288 / -0.0208 Ha

---

Least stable of them? Q.

---

## P
A molecular structure, C8H7ClNO4S. Source: OMol25; level of theory: ωB97M-V/def2-TZVPD.

Geometry (Å):
C -1.18467 -0.70583 2.24046
C -0.41826 -0.94082 1.05943
C -0.78636 0.56072 2.37655
C 1.88186 -0.80294 1.05960
C 1.29862 0.56036 0.59504
C 1.37111 0.47164 -0.91498
C -0.43660 -0.09047 -1.71338
C -1.47300 0.94656 -1.87116
N -0.07717 0.44658 0.99929
O 0.84554 -1.67263 1.09814
O -0.80166 1.57257 3.00282
O 3.00613 -1.11670 1.33299
O -0.39360 -2.65665 -1.15990
S -1.10239 -1.45951 -0.63954
Cl 1.59088 2.08133 -1.54226
H -1.89211 -1.33215 2.57995
H 1.83840 1.30250 1.02456
H 2.08226 -0.05523 -1.43018
H -0.17163 -0.64549 -2.51663
H -2.37490 0.50562 -2.06065
H -1.07211 1.58095 -2.64127
H -1.73035 1.44960 -0.87887

HOMO: -4.25 eV
Spin multiplicity: 1
LUMO level: 0.1112 Ha
Total charge: -1

---

## Q
A gas-phase ion, C8H7ClNO4S (charge -1). Source: OMol25; level of theory: ωB97M-V/def2-TZVPD.

Geometry (Å):
C -2.82698 0.54225 0.11660
C -2.11175 0.90657 1.24614
C -2.19836 0.32799 -1.12625
C -0.71472 1.10547 1.12580
C -0.85098 0.62602 -1.22997
C -0.16543 0.97009 -0.10099
C 0.76756 -2.81636 0.11958
C 2.02029 -0.43161 0.43705
N 1.60257 -1.35263 -0.36248
O 0.35048 -3.31444 -0.85199
O 0.68631 -2.87583 1.28185
O 2.14090 2.32773 0.69066
O 2.04189 1.34242 -1.61621
S 1.67612 1.26470 -0.20876
Cl 4.07713 -0.07747 0.33197
H -3.82162 0.63757 0.31451
H -2.71295 0.71106 2.04680
H -2.78305 -0.06923 -2.02332
H -0.10334 1.38141 1.94815
H -0.36540 0.55875 -2.20676
H 1.74403 -0.62536 1.47179
H 1.54730 -1.13910 -1.40417

HOMO: -5.52 eV
Spin multiplicity: 1
LUMO level: 0.1122 Ha
Total charge: -1
SMILES: O=C([O-])N[C@@H](Cl)S(=O)(=O)c1ccccc1

---

Least stable of them? P.

---

## P
C3H4ClF in the gas phase. Source: OMol25; level of theory: ωB97M-V/def2-TZVPD.

Geometry (Å):
C 1.23433 0.05892 -0.78502
C 0.33784 0.00425 0.25738
C -1.11833 -0.01574 0.24565
F 0.93684 0.05798 1.47473
Cl -1.74507 -1.44045 1.01437
H 2.31272 0.15359 -0.55578
H 1.06145 0.23762 -1.82884
H -1.39358 0.90522 0.86572
H -1.62621 0.03859 -0.68821

HOMO: -9.80 eV
Spin multiplicity: 1
LUMO level: 0.0321 Ha
SMILES: C=C(F)CCl

---

## Q
C3H4ClF in the gas phase. Source: OMol25; level of theory: ωB97M-V/def2-TZVPD.

Geometry (Å):
C 0.06729 1.08796 0.02007
C 0.43044 -0.29691 0.04984
C -0.43416 -1.25571 -0.16304
H -0.91174 1.13651 -0.35759
H 0.01353 1.70677 0.99247
H 0.71135 1.73872 -0.56409
H -0.29822 -2.28802 -0.38279
F -1.62909 -1.01131 0.26462
Cl 2.05060 -0.81801 0.14051

HOMO: -9.01 eV
Spin multiplicity: 1
LUMO level: 0.0354 Ha
SMILES: C/C(Cl)=C\F

---

Least stable of them? Q.

---

## P
C5H8O4 in the gas phase. Source: OMol25; level of theory: ωB97M-V/def2-TZVPD.

Geometry (Å):
C -0.07542 0.64597 0.76617
C 2.41085 -0.09006 -0.59085
C -0.77366 -0.19249 1.75497
C -1.34971 -0.46277 -1.07249
C -0.03994 0.39982 -0.69836
O 1.11117 -0.62383 -0.35128
O -2.47601 0.18787 -0.72634
O -1.29894 -1.52321 -1.61907
O 0.05530 1.36790 -1.50686
H -3.21515 -0.27037 -1.16467
H 0.10705 1.68449 1.04355
H 2.92643 0.10125 0.35837
H 2.95239 -0.86552 -1.13369
H 2.50128 0.81907 -1.18685
H -0.24901 -0.10173 2.71454
H -1.79293 0.16906 1.94200
H -0.79368 -1.24545 1.47086

HOMO (spin up / spin down): -8.52 / -8.52 eV
Spin multiplicity: 1
LUMO level (spin up / spin down): -0.0622 / -0.0622 Ha

---

## Q
2 unconnected molecules or ions with the total composition C5H8O4. Source: OMol25; level of theory: ωB97M-V/def2-TZVPD.

Geometry (Å):
O 2.41202 -0.66600 0.52717
C 2.99596 -0.56953 1.72064
O 2.84949 -2.39035 -2.23763
C 3.02838 0.29322 -0.44447
C 3.61495 1.38180 0.44417
O 2.65841 2.35155 0.90057
C 2.79381 1.91624 2.26486
C 3.71216 0.75643 1.84077
H 3.80784 -0.07260 -1.12331
H 2.21428 0.66488 -1.07822
H 4.51063 1.84980 0.01550
H 3.29825 2.66844 2.88575
H 1.82914 1.64353 2.71442
H 4.68180 0.66981 2.33648
O 3.18268 -1.56547 2.38928
H 2.23158 -3.03094 -2.60063
H 3.14232 -2.74778 -1.34960

HOMO: -10.21 eV
Spin multiplicity: 1
LUMO level: 0.0271 Ha
SMILES: O=C1OC[C@H]2OC[C@@H]12.O

---

Least stable of them? P.